The following is a quantum chemistry calculation of a molecular structure, C22H42F6N5O2PRhSbSe2Si4Te at a distorted geometry, from OMol25.

As for the multiplicity: 2. The calculation puts the LUMO energy (spin up / spin down) at -0.181 / -0.178 Eh. As for the total energy: -239673.4016 eV. The energy relative to the best compared isomer or geometry (same formula, charge and spin) is 100.6 kcal per mole. Its expectation value of S² is 0.968. As for the frontier orbital gap (spin up / spin down): 4.9 / 5.1 eV. As for the net charge: +1. As for the largest force on an atom: 3.1 eV/A. As for the HOMO energy (spin up / spin down): -9.8387 / -9.9225 eV.

Each line ends with the Löwdin charge.
Cartesian coordinates (Å):
1 Rh 1.5076 -1.8039 1.1236  0.229
2 Se 2.3764 0.1379 -0.0536  0.534
3 P 1.6513 0.7387 1.9157  0.214
4 Se 0.1765 -0.5017 2.9446  0.407
5 C 3.1001 0.9024 2.9788  -0.415
6 C 4.1915 1.5927 2.4630  -0.112
7 C 5.3349 1.7220 3.2232  -0.065
8 C 5.3876 1.1681 4.4923  -0.058
9 C 4.2905 0.5010 5.0123  -0.061
10 C 3.1378 0.3748 4.2615  -0.125
11 C 1.0529 2.4744 1.8144  -0.389
12 C 1.5387 3.3018 0.8112  -0.124
13 C 1.2022 4.6428 0.8083  -0.071
14 C 0.3618 5.1464 1.7904  -0.069
15 C -0.1423 4.3122 2.7745  -0.062
16 C 0.1998 2.9733 2.7888  -0.094
17 H 4.1458 2.0129 1.4645  0.091
18 H 6.1960 2.2316 2.8196  0.113
19 H 6.2929 1.2466 5.0762  0.113
20 H 4.3398 0.0603 5.9942  0.115
21 H 2.2856 -0.1519 4.6718  0.060
22 H 2.1741 2.8894 0.0352  0.070
23 H 1.5994 5.2957 0.0473  0.114
24 H 0.0928 6.1914 1.7794  0.113
25 H -0.7891 4.7154 3.5401  0.114
26 H -0.1807 2.3109 3.5574  0.086
27 N 0.7480 -4.0720 1.7594  0.040
28 N 1.3286 -4.9832 0.8509  0.015
29 C 1.8326 -4.5559 -0.3282  -0.395
30 N 2.5643 -5.3964 -1.0468  0.238
31 N 1.4965 -3.3243 -0.7126  0.055
32 N 1.8307 -2.8148 -1.9091  -0.405
33 O 1.5595 -1.6201 -2.0580  -0.183
34 O 2.3208 -3.5102 -2.7917  0.075
35 H 1.2458 -4.1142 2.6532  0.089
36 H -0.2287 -4.3238 1.9275  0.121
37 H 1.7018 -5.8467 1.2329  0.158
38 H 2.9198 -6.2527 -0.6599  0.136
39 H 2.8757 -5.0847 -1.9638  0.108
40 F 3.8392 -2.8387 0.8490  -0.420
41 Sb 4.5547 -3.0984 2.6671  1.457
42 F 6.0576 -3.8892 1.9008  -0.326
43 F 5.1920 -1.3166 2.5293  -0.316
44 F 4.9346 -3.2391 4.4940  -0.327
45 F 2.8114 -2.3788 3.2311  -0.436
46 F 3.5577 -4.7755 2.5644  -0.377
47 C -5.2024 -1.0066 -3.0081  -0.200
48 Si -3.8421 -1.5944 -1.8000  0.426
49 C -2.8519 -3.0658 -2.5138  -0.214
50 C -4.5408 -1.9724 -0.0596  -0.214
51 Si -2.1890 0.2122 -1.4892  0.184
52 Te -0.3418 -0.5224 -0.0570  0.740
53 Si -1.0897 0.9588 -3.8487  0.552
54 C 0.3757 2.0317 -3.2804  -0.206
55 C -0.5744 -0.6639 -4.6858  -0.197
56 C -2.5316 1.8578 -4.7209  -0.203
57 Si -3.2610 2.2604 -0.4521  0.462
58 C -3.5477 1.8620 1.3956  -0.210
59 C -2.0317 3.7189 -0.6387  -0.204
60 C -4.9197 2.5929 -1.3462  -0.201
61 H -5.9935 -1.7421 -3.1074  0.032
62 H -4.7999 -0.8304 -3.9979  0.016
63 H -5.6575 -0.0846 -2.6701  0.006
64 H -3.3160 -4.0264 -2.3151  0.027
65 H -1.8621 -3.0655 -2.0647  -0.004
66 H -2.7291 -2.9883 -3.5880  0.017
67 H -5.0378 -2.9353 -0.0012  0.027
68 H -5.2569 -1.2205 0.2514  0.020
69 H -3.7214 -1.9691 0.6546  0.010
70 H 0.9539 1.4539 -2.5564  -0.016
71 H 0.0463 2.9477 -2.7997  0.015
72 H 1.0410 2.2989 -4.0969  0.034
73 H 0.0832 -1.2109 -4.0190  0.001
74 H -0.0371 -0.4973 -5.6147  0.035
75 H -1.4309 -1.2901 -4.9070  0.018
76 H -2.8137 2.7658 -4.2016  0.016
77 H -3.4023 1.2136 -4.7554  0.012
78 H -2.2728 2.1240 -5.7401  0.030
79 H -2.6416 1.4512 1.8363  -0.002
80 H -4.3293 1.1177 1.5069  0.017
81 H -3.8360 2.7405 1.9644  0.030
82 H -1.0327 3.4056 -0.3512  -0.002
83 H -2.3059 4.5559 -0.0037  0.031
84 H -1.9873 4.0827 -1.6596  0.020
85 H -5.6640 1.8490 -1.0903  0.017
86 H -4.7939 2.5724 -2.4209  0.010
87 H -5.3213 3.5626 -1.0719  0.033